Computed, not measured: a structure of composition C59H48N4O3P2ReSi at a distorted geometry, with ωB97M-V with the def2-TZVPD basis set.

```
118
Properties=species:S:1:pos:R:3:forces:R:3:lowdin_spin:R:1
Re 0.6203 0.9413 -0.7125 0.605 2.130 -0.603 0.00
C 4.1294 5.3010 -1.4854 -0.808 0.209 -0.463 0.00
Si 2.3889 4.5545 -1.4208 1.016 -1.425 1.588 0.00
C 2.0252 5.2975 1.5491 0.332 -0.107 -0.115 0.03
C 3.3495 5.8516 1.9387 0.243 -0.125 -0.024 0.24
C 3.8894 5.2518 3.0368 0.293 0.484 -0.383 0.00
C 3.4017 4.1330 3.7806 0.206 -0.069 0.318 0.26
C 2.5273 3.0802 3.4832 -0.611 -0.225 -0.373 -0.01
C 1.9187 2.8480 2.2613 -0.068 -0.081 -0.021 0.29
P 1.3546 1.2792 1.5932 -0.241 -0.264 -0.750 0.04
C 2.6250 0.1685 2.2657 -0.051 0.133 -0.011 0.01
C 2.4029 -0.6917 3.3333 0.016 0.048 -0.100 0.00
C 3.4639 -1.4038 3.8662 0.106 -0.139 0.099 0.00
C 4.7385 -1.2574 3.3455 -0.029 -0.041 0.028 0.00
C 4.9591 -0.3968 2.2802 0.100 0.022 -0.026 0.00
C 3.9066 0.3137 1.7406 -0.142 -0.052 0.146 0.00
C -0.1338 0.7515 2.4915 0.171 0.077 -0.095 0.01
C -0.7543 1.5475 3.4467 0.068 -0.068 -0.112 0.00
C -1.8598 1.0611 4.1251 -0.121 0.036 0.066 0.00
C -2.3538 -0.2048 3.8475 -0.025 -0.021 -0.007 0.00
C -1.7526 -0.9878 2.8733 -0.127 -0.075 -0.023 0.00
C -0.6446 -0.5137 2.1997 0.116 0.141 -0.117 0.00
C 1.4793 4.6103 0.2635 -0.474 0.514 -0.709 0.01
C 2.2903 3.8329 1.2533 0.074 0.079 -0.159 0.05
C 1.0002 5.7876 2.4808 -0.723 0.023 0.144 0.01
C -0.3139 5.5481 2.3515 0.619 0.200 0.439 0.00
C -0.7863 4.7235 1.2890 0.165 -0.032 -0.691 0.00
C 0.0248 4.3243 0.2848 -0.498 0.212 0.105 0.01
P -0.5626 3.0608 -0.8787 0.207 -1.259 0.509 0.00
C -0.4970 3.8196 -2.5320 0.313 0.003 0.394 0.00
C -0.4418 2.9680 -3.6296 0.050 -0.099 -0.065 0.00
C -0.4778 3.4814 -4.9126 -0.039 -0.101 -0.029 0.00
C -0.5696 4.8501 -5.1056 -0.008 0.156 0.072 0.00
C -0.6222 5.7063 -4.0149 0.015 0.180 -0.200 0.00
C -0.5913 5.1990 -2.7269 0.336 -0.019 0.056 0.00
C -2.3558 3.0272 -0.5453 0.050 0.095 -0.100 0.00
C -2.8033 2.3190 0.5695 0.073 0.001 -0.046 0.00
C -4.1470 2.3016 0.8944 -0.014 -0.061 0.004 0.00
C -5.0609 2.9583 0.0844 -0.073 0.035 -0.069 0.00
C -4.6241 3.6474 -1.0349 -0.133 -0.025 -0.076 0.00
C -3.2767 3.6856 -1.3526 0.117 -0.010 0.137 0.00
H 4.0789 6.3793 -1.3880 -0.019 0.256 0.033 0.00
H 4.6148 5.0769 -2.4314 -0.056 -0.101 -0.140 0.00
H 4.7683 4.9253 -0.6884 -0.209 -0.255 0.226 0.00
H 3.8005 6.7111 1.4729 0.121 0.236 0.001 0.01
H 4.7821 5.7035 3.4528 -0.008 0.071 0.046 0.00
H 3.8721 4.0339 4.7508 0.015 0.031 0.057 0.01
H 2.3646 2.3545 4.2700 0.145 -0.108 0.078 0.00
H 1.4160 -0.7988 3.7600 -0.009 -0.006 0.037 0.00
H 3.2955 -2.0638 4.7036 -0.003 -0.077 0.067 0.00
H 5.5625 -1.8059 3.7741 0.084 -0.063 0.042 0.00
H 5.9528 -0.2711 1.8839 0.186 -0.004 -0.069 0.00
H 4.0612 1.0037 0.9208 0.113 0.069 -0.101 0.00
H -0.3660 2.5353 3.6509 0.007 0.087 0.093 0.00
H -2.3367 1.6685 4.8788 -0.040 0.064 0.093 0.00
H -3.1978 -0.5930 4.3980 -0.090 0.029 0.033 0.00
H -2.1355 -1.9722 2.6478 -0.043 -0.091 0.025 0.00
H -0.1462 -1.1419 1.4694 0.023 -0.065 0.037 0.00
H 3.3261 3.7006 0.9399 0.103 0.104 0.109 0.02
H 1.3571 6.4368 3.2672 -0.007 0.048 0.028 0.00
H -1.0297 5.9798 3.0355 0.032 0.040 0.097 0.00
H -1.8350 4.4691 1.2719 -0.001 -0.054 -0.009 0.00
H -0.3707 1.8993 -3.4618 0.002 -0.018 -0.048 0.00
H -0.4439 2.8172 -5.7625 -0.005 -0.063 -0.091 0.00
H -0.6077 5.2508 -6.1062 0.012 0.059 -0.102 0.00
H -0.6956 6.7719 -4.1700 -0.010 0.100 -0.024 0.00
H -0.6489 5.8601 -1.8712 -0.090 0.071 0.078 0.00
H -2.0892 1.7991 1.1942 0.012 -0.056 0.045 0.00
H -4.4834 1.7799 1.7777 -0.013 -0.096 0.067 0.00
H -6.1142 2.9274 0.3181 -0.087 0.035 0.060 0.00
H -5.3313 4.1610 -1.6670 -0.113 0.043 -0.058 0.00
H -2.9445 4.2259 -2.2262 -0.058 0.071 -0.064 0.00
C -4.0713 -11.9206 -0.8153 -0.323 -0.086 0.021 0.00
O -2.7331 -11.4682 -0.8659 0.344 -0.120 0.002 0.00
C -2.4753 -10.1589 -0.8287 0.196 0.659 0.029 0.00
C -1.1189 -9.7858 -0.8238 -0.315 -0.263 0.000 0.00
C -0.7543 -8.4645 -0.8030 -0.269 0.342 -0.032 0.00
C -1.7298 -7.4528 -0.7942 -0.507 -0.732 0.028 0.00
C -3.0787 -7.8280 -0.7745 0.628 0.224 -0.027 0.00
C -3.4485 -9.1536 -0.7905 -0.123 -0.548 -0.026 0.00
C -1.3301 -6.0704 -0.8250 0.295 0.528 0.018 0.00
N -0.0863 -5.6348 -0.7394 0.153 -0.496 0.080 0.00
C -0.1454 -4.2900 -0.8217 -1.330 0.377 -0.116 0.00
C -1.4804 -3.8728 -0.9717 1.140 -0.079 0.168 0.00
N -2.2103 -5.0234 -0.9675 -0.109 -0.232 0.039 0.00
C -1.8507 -2.5249 -1.1699 0.247 0.372 -0.035 0.00
C -3.1516 -2.0627 -1.4189 0.277 0.483 -0.020 0.00
C -3.3321 -0.7314 -1.7270 -0.086 -0.428 -0.060 0.00
C -2.2301 0.1107 -1.8100 -0.062 0.371 -0.063 0.00
N -0.9978 -0.2681 -1.4894 0.308 -0.070 -0.034 0.00
C -0.7947 -1.5755 -1.1566 -0.441 -0.412 -0.091 0.00
C 0.5514 -1.9761 -0.8785 0.468 -0.752 -0.045 0.00
N 1.4786 -0.9859 -0.7954 -0.040 -0.329 -0.050 0.00
C 2.7589 -1.3270 -0.7247 0.151 0.176 -0.029 0.00
C 3.1964 -2.6445 -0.6563 -0.332 -0.409 -0.052 0.00
C 2.2680 -3.6652 -0.6543 0.178 0.262 -0.008 0.00
C 0.9143 -3.3408 -0.7744 -0.272 0.625 -0.051 0.00
H -4.0165 -13.0063 -0.7984 -0.015 0.072 -0.006 0.00
H -4.6369 -11.6024 -1.6953 0.055 0.021 0.024 0.00
H -4.5723 -11.5705 0.0908 0.021 -0.008 -0.019 0.00
H -0.3802 -10.5706 -0.8412 0.113 -0.080 0.002 0.00
H 0.2851 -8.1756 -0.8013 0.096 -0.036 -0.019 0.00
H -3.8630 -7.0857 -0.7366 -0.094 0.070 -0.010 0.00
H -4.4955 -9.4089 -0.7814 -0.095 -0.029 0.011 0.00
H -3.2096 -5.1003 -1.0635 0.116 -0.072 -0.023 0.00
H -3.9845 -2.7460 -1.3900 -0.173 -0.041 -0.006 0.00
H -4.3128 -0.3358 -1.9340 -0.087 0.051 -0.090 0.00
H -2.3439 1.1286 -2.1591 -0.048 -0.076 0.152 0.00
H 3.4688 -0.5126 -0.7387 -0.058 0.025 0.115 0.00
H 4.2524 -2.8509 -0.6008 0.114 0.002 0.013 0.00
H 2.5469 -4.7041 -0.5928 0.101 -0.135 0.047 0.00
C 2.0109 0.2043 -3.7936 -0.347 -0.335 -0.007 0.00
O 2.4711 1.3632 -3.1254 0.658 0.698 0.068 0.00
C 2.0085 1.7863 -1.9518 -2.374 -2.548 1.386 0.00
O 2.5656 2.9514 -1.7139 0.683 2.067 -0.686 0.00
H 2.8808 -0.3910 -4.0660 -0.037 0.017 0.027 0.00
H 1.4961 0.5276 -4.7015 0.052 -0.066 0.069 0.00
H 1.3382 -0.3878 -3.1702 0.042 0.107 -0.082 0.00
```
Forces are in eV/Å.

Output
- Spin multiplicity: 2
- LUMO energy (alpha / beta): -6.848 / -6.832 eV
- Gap between HOMO and LUMO (alpha / beta): 4.43 / 4.46 eV
- HOMO (alpha / beta): -11.28 / -11.29 eV
- Strongest force on any atom: 3.75 eV/Å
- Relative energy (zero: lowest compared OMol25 entry of this formula, charge and spin): 3.626 eV
- DFT total energy: -3771.78936 Ha
- Charge: +2